ORCA calculation (ωB97M-V/def2-TZVPD) on 10 unconnected molecules or ions with the total composition C78H174N10O14 in a non-equilibrium geometry.

Structure (ORCA input):
```
! wB97M-V def2-TZVPD RIJCOSX def2/J DEFGRID3
* xyz 0 1
C 24.2118 18.8357 -4.1783
C 22.7303 18.1189 -4.2232
C 22.0353 18.6577 -5.5207
C 22.9287 16.6264 -4.4993
C 23.3033 15.7930 -3.2581
C 22.1914 16.0368 -2.2235
C 21.9368 17.4948 -1.7989
C 20.5239 17.4692 -1.1168
C 23.1480 18.0234 -0.8984
N 21.8228 18.3017 -3.0291
O 21.6009 19.6342 -2.7840
H 24.8143 18.3969 -3.3829
H 24.7743 18.6546 -5.0943
H 24.0604 19.8808 -3.9083
H 20.9874 18.3859 -5.3941
H 21.8842 19.7286 -5.6559
H 22.4348 18.2035 -6.4274
H 22.1010 16.1014 -4.9762
H 23.6796 16.5534 -5.2860
H 23.2329 14.7247 -3.4627
H 24.2680 16.0222 -2.8054
H 22.4026 15.4933 -1.3026
H 21.3475 15.4776 -2.6277
H 20.4789 16.7673 -0.2841
H 19.6680 17.2871 -1.7666
H 20.3804 18.4644 -0.6959
H 23.2905 17.3482 -0.0546
H 22.9820 19.0128 -0.4723
H 24.1512 18.1068 -1.3163
H 20.6426 19.6821 -2.8166
C 21.4235 25.5742 -14.3728
C 20.7391 25.4494 -15.7632
C 21.6348 24.5275 -16.6718
C 19.4391 24.6270 -15.5441
C 18.3534 25.4472 -14.8207
C 18.0460 26.7443 -15.5930
C 19.3253 27.6096 -15.9762
C 18.7599 28.4371 -17.1091
C 19.6196 28.3880 -14.7160
N 20.3911 26.6851 -16.5034
O 21.5420 27.3253 -16.8646
H 20.6728 25.7038 -13.5932
H 22.0661 24.7380 -14.0973
H 22.1115 26.4195 -14.3851
H 21.1764 24.3598 -17.6464
H 22.6147 24.9780 -16.8296
H 21.7816 23.5713 -16.1696
H 19.1576 24.2391 -16.5231
H 19.6224 23.8103 -14.8458
H 17.4481 24.8425 -14.8752
H 18.6438 25.8046 -13.8327
H 17.3979 27.3189 -14.9313
H 17.4628 26.5000 -16.4808
H 18.4172 27.8086 -17.9311
H 19.5402 29.0309 -17.5851
H 17.9513 29.1300 -16.8760
H 20.4407 29.0785 -14.9087
H 19.7267 27.8244 -13.7892
H 18.7786 29.0668 -14.5740
H 21.6290 27.3400 -17.8205
C 19.7649 15.0365 -5.7477
C 19.6008 14.9929 -7.2006
C 20.9548 15.2660 -7.9608
C 19.1906 13.5005 -7.5826
C 18.5250 13.2647 -8.9921
C 17.3856 14.2760 -9.1097
C 17.6907 15.7873 -8.8624
C 18.3601 16.3812 -10.1049
C 16.3585 16.4443 -8.5976
N 18.4720 15.8361 -7.6296
O 18.7339 17.1041 -7.1949
H 20.0476 15.9761 -5.2729
H 18.8459 14.7399 -5.2422
H 20.4614 14.3155 -5.3198
H 21.2082 16.3241 -7.8935
H 21.8477 14.7959 -7.5485
H 20.8978 14.9066 -8.9882
H 20.1377 12.9617 -7.6117
H 18.5778 13.1892 -6.7366
H 19.1497 13.3807 -9.8778
H 18.1559 12.2453 -9.1048
H 16.4831 13.9100 -8.6201
H 17.1256 14.2507 -10.1680
H 18.5928 17.4360 -9.9589
H 17.6748 16.3143 -10.9499
H 19.3038 15.8988 -10.3594
H 15.5549 16.1865 -9.2874
H 16.5010 17.5223 -8.6736
H 16.0382 16.2205 -7.5801
H 18.0218 17.3313 -6.5924
C 27.2794 24.7204 -14.9932
C 26.4707 24.4706 -13.7304
C 26.6885 25.6986 -12.7500
C 24.8740 24.4501 -13.9634
C 24.3516 23.0996 -14.5690
C 24.9350 21.8360 -13.7362
C 26.4643 21.8980 -13.3783
C 26.7286 20.9157 -12.1569
C 27.3007 21.3621 -14.5725
N 26.8452 23.2420 -12.9172
O 28.1870 23.2690 -12.6250
H 28.3402 24.5369 -14.8226
H 27.0910 23.9658 -15.7568
H 27.0894 25.7031 -15.4249
H 26.1367 25.6284 -11.8126
H 27.7308 25.6100 -12.4437
H 26.4498 26.6281 -13.2670
H 24.3141 24.6203 -13.0439
H 24.6275 25.3263 -14.5631
H 23.2857 22.9016 -14.6815
H 24.6941 23.0186 -15.6006
H 24.7055 20.8885 -14.2238
H 24.3942 21.8468 -12.7899
H 26.4625 21.2258 -11.1464
H 27.8043 20.7460 -12.1109
H 26.2968 19.9319 -12.3407
H 27.1079 20.2949 -14.6818
H 28.3597 21.4679 -14.3373
H 27.0380 21.9067 -15.4794
H 28.2657 23.3142 -11.6693
C 15.4783 20.9484 -9.2042
C 14.6039 22.1422 -9.6144
C 13.2604 22.1349 -8.8078
C 15.2999 23.4945 -9.2208
C 16.4698 23.8274 -10.1577
C 15.9821 23.7652 -11.6270
C 15.2992 22.4309 -12.0396
C 14.5275 22.8283 -13.3134
C 16.3104 21.2882 -12.4297
N 14.3127 22.1043 -11.0308
O 13.5618 20.9882 -11.3323
H 15.2326 20.0658 -9.7948
H 16.5376 21.0937 -9.4160
H 15.4514 20.6770 -8.1489
H 12.8647 21.1213 -8.7432
H 13.5516 22.5024 -7.8238
H 12.5232 22.8490 -9.1746
H 14.5557 24.2817 -9.3415
H 15.6441 23.5580 -8.1886
H 16.9887 24.7172 -9.8010
H 17.2633 23.0842 -10.0797
H 16.8579 23.8482 -12.2706
H 15.4036 24.6808 -11.7499
H 13.7953 23.6212 -13.1606
H 13.8479 22.0124 -13.5594
H 15.0596 23.1429 -14.2112
H 17.1153 21.1520 -11.7074
H 16.7302 21.4275 -13.4260
H 15.9070 20.2765 -12.4721
H 12.6613 21.3072 -11.4274
C 19.1888 20.7066 -8.2589
C 20.4407 21.0850 -9.1920
C 21.6275 20.3616 -8.5888
C 20.1215 20.5644 -10.5760
C 21.0205 21.1177 -11.7149
C 21.0202 22.6486 -11.7076
C 21.3639 23.3028 -10.3499
C 22.8339 23.2436 -10.1190
C 20.8468 24.7903 -10.4316
N 20.5841 22.5586 -9.2778
O 20.7362 23.1999 -8.0360
H 18.7983 19.6892 -8.2814
H 19.4939 20.9666 -7.2453
H 18.3401 21.3816 -8.3688
H 22.4266 20.1471 -9.2984
H 22.0082 20.9615 -7.7623
H 21.3774 19.4513 -8.0438
H 20.3262 19.4940 -10.5550
H 19.0920 20.7538 -10.8797
H 22.0355 20.7220 -11.6800
H 20.6716 20.8870 -12.7215
H 20.0630 23.0352 -12.0577
H 21.7654 22.9301 -12.4515
H 23.2590 22.2811 -10.4035
H 23.1456 23.5058 -9.1080
H 23.3781 23.8512 -10.8421
H 21.1078 25.3335 -9.5234
H 19.7577 24.7857 -10.3882
H 20.9066 25.2903 -11.3984
H 19.8719 23.5009 -7.7461
C 15.7122 18.7259 -5.3172
O 17.0474 18.2757 -5.3593
C 17.7571 18.4935 -4.1382
C 18.0708 19.9353 -3.8992
N 18.6172 20.1070 -2.5602
C 18.9126 21.5294 -2.3480
C 19.3495 21.8526 -0.9481
O 18.2574 21.5713 -0.0236
C 18.7328 21.6796 1.3280
H 15.5823 19.7288 -4.9106
H 15.0778 18.1094 -4.6803
H 15.2652 18.6706 -6.3099
H 18.6314 17.8431 -4.1634
H 17.0998 18.0231 -3.4069
H 17.2251 20.5964 -4.0881
H 18.7151 20.2839 -4.7063
H 17.8839 19.9181 -1.8919
H 18.0120 22.1197 -2.5169
H 19.7471 21.7572 -3.0111
H 19.6467 22.9003 -0.9035
H 20.2778 21.3151 -0.7545
H 19.4798 20.8934 1.4374
H 17.8988 21.4937 2.0047
H 19.2534 22.5946 1.6105
C 25.4092 11.6678 -10.7461
O 24.3181 12.5903 -10.6195
C 23.2111 12.1412 -11.4497
C 21.8510 12.8234 -11.1066
N 21.7562 14.1978 -11.5858
C 21.5914 14.4147 -13.0249
C 21.0214 15.8282 -13.4028
O 21.9774 16.8640 -13.5225
C 22.4828 17.3086 -12.2864
H 26.1720 12.0430 -10.0638
H 25.7965 11.7381 -11.7625
H 25.0379 10.6825 -10.4644
H 23.0885 11.0670 -11.3114
H 23.4421 12.3542 -12.4934
H 21.6531 12.7319 -10.0386
H 21.0758 12.2145 -11.5718
H 22.6104 14.6605 -11.3093
H 20.9463 13.6397 -13.4388
H 22.5634 14.3412 -13.5126
H 20.3159 16.2155 -12.6677
H 20.5312 15.7337 -14.3717
H 22.9212 16.5532 -11.6342
H 21.7590 17.7223 -11.5843
H 23.3171 17.9786 -12.4940
C 25.0817 25.5981 -7.1312
O 26.0593 26.5274 -7.4807
C 25.4994 27.8434 -7.4502
C 26.5519 28.7578 -8.1061
N 27.7879 28.7319 -7.3603
C 28.6764 29.6724 -8.0204
C 30.1855 29.2906 -7.7128
O 30.3932 27.8270 -7.7496
C 31.5686 27.3811 -6.9812
H 25.4562 24.5882 -7.2983
H 24.1688 25.5968 -7.7268
H 24.7623 25.6392 -6.0898
H 25.3548 28.1379 -6.4107
H 24.4939 27.8746 -7.8699
H 26.1732 29.7555 -7.8844
H 26.7368 28.6230 -9.1718
H 28.2992 27.8622 -7.3112
H 28.5625 30.6867 -7.6378
H 28.5745 29.5937 -9.1028
H 30.5989 29.8370 -6.8650
H 30.7627 29.7048 -8.5394
H 32.3433 28.0856 -7.2840
H 31.7908 26.3234 -7.1228
H 31.3427 27.3977 -5.9151
C 16.9658 27.7610 -10.9268
O 18.1623 27.3744 -10.2366
C 18.6037 28.4054 -9.2819
C 19.4914 27.7961 -8.2602
N 18.8533 26.7877 -7.4746
C 19.8077 26.1036 -6.6573
C 19.1264 25.0689 -5.7157
O 18.4286 24.0737 -6.5050
C 17.6953 23.0804 -5.8438
H 16.6403 26.8289 -11.3888
H 17.2015 28.6458 -11.5182
H 16.1864 28.1476 -10.2702
H 17.8357 28.9332 -8.7165
H 19.1831 29.1953 -9.7601
H 19.8828 28.5755 -7.6065
H 20.2934 27.3522 -8.8500
H 18.4020 26.1680 -8.1322
H 20.3853 26.7839 -6.0315
H 20.4080 25.4350 -7.2743
H 18.3634 25.5115 -5.0754
H 19.8204 24.5615 -5.0456
H 17.4287 22.3115 -6.5689
H 16.8464 23.5315 -5.3301
H 18.2881 22.5915 -5.0708
*
```

## Properties
orbital gap: 0.3003 hartree
energy above the lowest of the compared OMol25 structures with the same formula, charge and spin: 427.5 kJ/mol
E_HOMO: -7.598 eV
SMILES: CC1(C)CCCC(C)(C)N1O.CC1(C)CCCC(C)(C)N1O.CC1(C)CCCC(C)(C)N1O.CC1(C)CCCC(C)(C)N1O.CC1(C)CCCC(C)(C)N1O.CC1(C)CCCC(C)(C)N1O.COCCNCCOC.COCCNCCOC.COCCNCCOC.COCCNCCOC

Atom charges from the Mulliken analysis, given in e for atoms 1 to 99:
1. C -1.774
2. C 1.260
3. C -1.871
4. C -0.677
5. C -1.007
6. C -1.361
7. C 1.323
8. C -1.398
9. C -1.659
10. N 1.407
11. O -0.693
12. H 0.377
13. H 0.400
14. H 0.365
15. H 0.141
16. H 0.412
17. H 0.588
18. H -0.475
19. H 0.746
20. H 0.424
21. H 0.406
22. H 0.535
23. H 0.325
24. H 0.439
25. H 0.136
26. H 0.221
27. H 0.439
28. H 0.285
29. H 0.277
30. H 0.112
31. C 0.790
32. C 1.522
33. C -1.975
34. C -1.382
35. C 0.880
36. C -1.719
37. C 1.684
38. C -1.987
39. C -1.585
40. N 0.403
41. O -0.519
42. H -0.906
43. H -0.918
44. H 0.568
45. H 0.505
46. H 0.415
47. H 0.356
48. H 0.543
49. H 0.157
50. H 0.092
51. H -0.408
52. H 0.422
53. H 0.520
54. H 0.464
55. H 0.421
56. H 0.333
57. H 0.364
58. H 0.170
59. H 0.478
60. H 0.351
61. C -1.782
62. C 1.879
63. C -0.970
64. C -1.295
65. C 0.020
66. C -1.785
67. C 2.461
68. C -1.181
69. C -2.355
70. N -0.306
71. O 1.209
72. H -0.426
73. H 0.589
74. H 0.586
75. H -0.245
76. H 0.471
77. H 0.050
78. H 0.391
79. H 0.484
80. H -0.249
81. H 0.467
82. H 0.335
83. H 0.565
84. H -0.333
85. H 0.613
86. H 0.004
87. H 0.502
88. H 0.223
89. H 0.463
90. H 0.122
91. C -1.760
92. C 1.917
93. C -2.082
94. C -1.136
95. C -0.204
96. C -0.875
97. C 1.652
98. C -1.933
99. C -1.805

=====

ORCA calculation (ωB97M-V/def2-TZVPD) on a molecular structure, C22H24BCdN7 in a non-equilibrium geometry.

Structure (ORCA input):
```
! wB97M-V def2-TZVPD RIJCOSX def2/J DEFGRID3
* xyz 2 1
C -0.2381 1.2459 -2.1940
N -0.0131 0.2012 -1.3628
N -0.4678 -0.9336 -2.0011
C -0.8532 -0.6028 -3.2554
C -0.7305 0.7748 -3.4116
B -0.5064 -2.3899 -1.4352
N 0.7973 -2.7145 -0.6149
N 1.5928 -1.7774 0.0091
C 2.7447 -2.3860 0.3784
C 2.7244 -3.7107 -0.0562
C 1.4921 -3.8870 -0.6849
Cd 1.6723 0.5463 0.0488
N -1.9462 -2.7636 -0.8592
N -2.4884 -2.2391 0.2988
C -3.7435 -2.7201 0.3978
C -4.0328 -3.5771 -0.6969
C -2.8739 -3.5723 -1.4653
H -4.4303 -2.4779 1.2083
H -2.6468 -4.0809 -2.3893
H -4.9552 -4.1016 -0.8832
H -0.4378 -3.1099 -2.3997
H 1.0841 -4.7421 -1.1973
H -1.1821 -1.3610 -3.9450
H 3.5020 -4.4400 0.0796
H -0.9899 1.3707 -4.2709
H 3.5294 -1.8634 0.9221
H -0.0551 2.2616 -1.8605
H 1.0127 -0.3238 1.8590
C 1.7366 0.4372 2.2263
H 2.3162 -0.1137 2.9679
H 2.5318 0.9083 1.5418
H 1.1779 1.2316 2.7198
C -3.4579 3.1261 2.5832
C -2.8098 1.8807 2.5245
C -1.6463 1.7263 1.7754
C -1.0427 2.8431 1.1244
C -1.7746 4.0607 1.1116
C -2.9463 4.2025 1.8490
N 0.1787 2.7059 0.5097
C 1.0850 3.7148 0.2701
C 2.0938 3.5382 -0.7286
C 3.1822 4.3984 -0.8033
C 3.2324 5.5344 0.0146
C 2.2025 5.7856 0.9301
C 1.1559 4.8808 1.0748
H -4.3576 3.2514 3.1916
H -3.2210 1.0285 3.0712
H -1.1669 0.7480 1.6753
H -1.3857 4.8944 0.5287
H -3.4577 5.1645 1.8576
H 1.9991 2.6984 -1.4341
H 3.9918 4.1910 -1.5064
H 4.0692 6.2241 -0.0803
H 2.2218 6.6798 1.5491
H 0.3748 5.0413 1.8157
*
```

## Properties
orbital gap (alpha / beta): 0.0938 / 0.0940 hartree
energy above the lowest of the compared OMol25 structures with the same formula, charge and spin: 267.3 kJ/mol
E_HOMO (alpha / beta): -12.578 / -12.579 eV

Charges computed using Mulliken, reported in e:
1. C -0.035
2. N 0.428
3. N -0.180
4. C -0.168
5. C -1.371
6. B -0.029
7. N 0.015
8. N 0.064
9. C -0.093
10. C -1.059
11. C -0.125
12. Cd 0.853
13. N 0.568
14. N -0.778
15. C -0.161
16. C -0.721
17. C -0.332
18. H 0.396
19. H 0.431
20. H 0.383
21. H -0.115
22. H 0.481
23. H 0.469
24. H 0.430
25. H 0.441
26. H 0.318
27. H 0.563
28. H 0.307
29. C -1.184
30. H 0.411
31. H 0.357
32. H 0.418
33. C -0.326
34. C -0.829
35. C 0.189
36. C 0.198
37. C -0.198
38. C -0.862
39. N 0.420
40. C 0.943
41. C -0.372
42. C -0.881
43. C -0.412
44. C -0.800
45. C -0.479
46. H 0.449
47. H 0.458
48. H 0.062
49. H 0.742
50. H 0.417
51. H 0.349
52. H 0.439
53. H 0.435
54. H 0.419
55. H 0.660

=====

ORCA calculation (ωB97M-V/def2-TZVPD) on a molecular structure, AsF6H22NaO11 in a non-equilibrium geometry.

Structure (ORCA input):
```
! wB97M-V def2-TZVPD RIJCOSX def2/J DEFGRID3
* xyz 1 2
Na -1.0914 0.2132 -4.3935
As -0.3790 -0.3368 -0.0720
F 0.7267 0.9549 0.5673
F -1.7965 0.3493 0.7715
F -1.4112 -1.6640 -0.7515
F 1.0473 -1.0959 -0.9658
F -0.0917 -1.4015 1.3431
F -0.7351 0.5610 -1.4955
O 3.6020 -1.0414 -0.6359
H 2.7926 -1.3373 -1.0524
H 4.2766 -1.1727 -1.3022
O 0.5189 -2.5283 4.2873
H 1.1389 -2.2475 3.6143
H 0.3530 -1.7401 4.8045
O -3.1549 -3.6266 -0.9868
H -2.4833 -2.9569 -0.8575
H -3.7354 -3.2587 -1.6531
O -3.6972 -1.8415 1.4219
H -2.9508 -1.2455 1.3593
H -4.4174 -1.3688 1.0046
O -3.2008 0.2806 -2.4458
H -4.1089 0.5318 -2.2772
H -2.7800 0.3107 -1.5866
O -1.1455 3.1634 -1.6592
H -0.4033 3.7228 -1.8883
H -0.8837 2.2883 -1.9454
O 1.1357 1.1148 -3.5001
H 1.4510 1.1764 -2.5984
H 1.8093 1.5528 -4.0203
O 2.0228 3.0021 1.9236
H 2.3079 3.9030 1.7710
H 1.3544 2.8456 1.2566
O 2.9647 1.6655 -0.8723
H 2.3153 1.0349 -0.5611
H 3.7430 1.1386 -1.0540
O -0.6100 1.5608 3.4565
H -1.4590 1.2041 3.1952
H -0.2207 1.8758 2.6408
O 2.4720 -2.0666 2.0439
H 3.0893 -1.5534 1.5225
H 1.6346 -1.9671 1.5910
*
```

## Properties
orbital gap (alpha / beta): 0.2849 / 0.0572 hartree
E_HOMO (alpha / beta): -12.254 / -12.254 eV

Charges computed using Mulliken, reported in e:
1. Na 0.877
2. As 1.936
3. F -0.347
4. F -0.567
5. F -0.507
6. F -0.489
7. F -0.444
8. F -0.420
9. O -0.648
10. H 0.342
11. H 0.307
12. O -0.630
13. H 0.313
14. H 0.316
15. O -0.303
16. H 0.565
17. H 0.399
18. O -0.319
19. H 0.340
20. H 0.396
21. O -0.568
22. H 0.298
23. H 0.293
24. O -0.602
25. H 0.334
26. H 0.252
27. O -0.549
28. H 0.305
29. H 0.265
30. O -0.581
31. H 0.306
32. H 0.228
33. O -0.640
34. H 0.273
35. H 0.325
36. O -0.608
37. H 0.299
38. H 0.270
39. O -0.699
40. H 0.320
41. H 0.360